[1]
{
  "formula": "C20H60O13",
  "method": "the ωB97M-V functional and the def2-TZVPD basis",
  "largest_force_ev_per_a": 1.519,
  "smiles": "OCCO.OCCO.OCCO.CCO.CCO.CCO.CCO.CCO.CCO.CCO",
  "mol_weight_da": 508.69,
  "total_energy_ha": -1775.9929,
  "elements": ["C", "C", "O", "O", "H", "H", "H", "H", "H", "H", "C", "C", "O", "O", "H", "H", "H", "H", "H", "H", "C", "C", "O", "O", "H", "H", "H", "H", "H", "H", "C", "C", "O", "H", "H", "H", "H", "H", "H", "C", "C", "O", "H", "H", "H", "H", "H", "H", "C", "C", "O", "H", "H", "H", "H", "H", "H", "C", "C", "O", "H", "H", "H", "H", "H", "H", "C", "C", "O", "H", "H", "H", "H", "H", "H", "C", "C", "O", "H", "H", "H", "H", "H", "H", "C", "C", "O", "H", "H", "H", "H", "H", "H"],
  "coordinates": [[-0.18838, 4.66654, 3.32272], [-0.57245, 3.66179, 2.27152], [0.51862, 2.79592, 2.03329], [0.84559, 5.52050, 2.88887], [0.10177, 4.11699, 4.22566], [-1.05692, 5.29350, 3.54129], [-0.89439, 4.16280, 1.34951], [-1.44536, 3.10622, 2.64939], [0.23714, 2.20242, 1.32163], [1.68940, 5.27156, 3.26895], [-5.35610, -2.76206, 1.17852], [-3.85432, -2.87186, 0.95267], [-3.55614, -4.15450, 0.38805], [-5.71449, -3.50152, 2.34462], [-5.91974, -3.14017, 0.31954], [-5.69390, -1.73291, 1.32473], [-3.35253, -2.75118, 1.91451], [-3.47279, -2.15427, 0.22802], [-3.71265, -4.83201, 1.05193], [-5.63708, -4.43920, 2.14703], [-1.63671, 0.18671, 3.89990], [-0.43564, -0.62662, 3.51749], [-0.78029, -1.90414, 2.99663], [-2.14734, -0.30676, 5.13610], [-2.38185, 0.09148, 3.09998], [-1.34515, 1.23782, 3.98590], [0.25059, -0.75321, 4.36288], [0.12334, -0.09649, 2.74420], [-1.06045, -2.44211, 3.74371], [-2.77129, 0.33495, 5.48570], [0.71046, -0.00825, -0.52892], [-0.73229, -0.13089, -0.11802], [-1.13286, 1.10802, 0.47453], [0.88682, 0.80622, -1.22952], [1.00427, -0.92597, -1.04847], [1.35568, 0.10609, 0.34475], [-0.88810, -0.97505, 0.56283], [-1.33632, -0.30098, -1.02008], [-2.06081, 1.03580, 0.73955], [1.72577, -3.15983, 1.10669], [2.57114, -3.90014, 0.09648], [2.02067, -5.17289, -0.24952], [2.23754, -2.24286, 1.42296], [1.59239, -3.75174, 2.01379], [0.75691, -2.87350, 0.70375], [3.59503, -4.04398, 0.45875], [2.64510, -3.34496, -0.84027], [1.96920, -5.68941, 0.56028], [-5.82644, 1.48993, -0.29187], [-4.43420, 0.87312, -0.22001], [-3.87219, 1.10511, 1.08918], [-6.54188, 0.86015, 0.24454], [-6.18121, 1.61919, -1.31361], [-5.83027, 2.46778, 0.19072], [-3.76117, 1.30711, -0.95465], [-4.50129, -0.20549, -0.38554], [-4.52522, 0.83181, 1.74118], [2.18865, 3.96770, -1.06365], [2.78699, 4.79140, 0.04949], [3.95644, 5.45556, -0.45875], [2.03877, 4.61182, -1.92664], [1.24638, 3.54300, -0.71042], [2.83556, 3.12863, -1.32656], [3.01730, 4.20907, 0.94331], [2.04777, 5.54609, 0.34398], [4.59288, 5.56860, 0.25038], [0.83039, -2.93395, -3.59819], [-0.60967, -2.61560, -3.23984], [-0.89754, -1.28863, -3.66947], [1.02816, -2.88815, -4.66546], [1.04538, -3.95191, -3.24956], [1.52811, -2.30426, -3.03889], [-0.71442, -2.76199, -2.15917], [-1.23931, -3.34217, -3.76562], [-1.82513, -1.13662, -3.46568], [5.24035, -1.46388, 0.27078], [4.28367, -0.70055, -0.65394], [4.69186, -0.74801, -2.00443], [4.71895, -1.79897, 1.16918], [6.04914, -0.81967, 0.62440], [5.68122, -2.29498, -0.27639], [4.18540, 0.33538, -0.33348], [3.29320, -1.15616, -0.54061], [4.48303, -1.61992, -2.35035], [2.48461, 1.30990, -3.78964], [2.42742, 0.96993, -5.24049], [2.46122, 2.12930, -6.09460], [2.62532, 0.37457, -3.22515], [1.56385, 1.70879, -3.36406], [3.36685, 1.89679, -3.54165], [1.52429, 0.39278, -5.47347], [3.26752, 0.34058, -5.53197], [1.56817, 2.48094, -6.13778]],
  "forces_ev_per_a": [[0.027, -0.159, 0.065], [-0.235, -0.165, -0.085], [0.042, 0.069, -0.005], [0.150, 0.492, -0.116], [-0.056, 0.124, 0.037], [-0.007, -0.065, 0.109], [0.143, 0.073, 0.047], [0.023, -0.012, -0.050], [-0.097, -0.118, 0.088], [-0.055, -0.232, -0.014], [0.003, -0.063, 0.039], [-0.414, -0.533, -0.276], [0.076, 0.113, 0.037], [-0.107, 0.176, 0.034], [0.231, -0.006, -0.139], [0.183, 0.004, 0.266], [0.126, 0.213, -0.059], [-0.047, 0.134, 0.074], [0.147, 0.010, 0.050], [-0.126, 0.002, -0.032], [-0.026, 0.125, 0.065], [0.527, -0.041, -0.152], [-0.068, -0.107, 0.036], [-0.039, -0.006, -0.022], [0.027, 0.060, 0.041], [0.026, -0.003, 0.021], [-0.163, 0.173, 0.093], [-0.136, -0.047, -0.107], [-0.082, -0.051, -0.037], [-0.036, -0.083, 0.025], [0.203, -0.510, -0.044], [-0.230, 0.375, -0.447], [0.124, -0.273, -0.027], [-0.135, 0.144, 0.108], [0.048, 0.029, 0.082], [0.027, 0.082, -0.026], [0.047, 0.099, 0.090], [-0.005, -0.096, 0.066], [-0.028, 0.119, 0.234], [0.349, 0.354, 0.154], [0.077, -0.352, -0.100], [-0.015, 0.185, -0.052], [-0.073, -0.037, -0.080], [-0.147, -0.066, -0.044], [-0.096, -0.149, 0.048], [-0.016, 0.114, 0.085], [-0.081, -0.014, -0.023], [-0.046, -0.053, -0.026], [0.027, -0.037, 0.091], [-0.655, 0.080, 0.489], [0.075, -0.079, -0.504], [-0.024, 0.029, -0.067], [0.035, -0.124, -0.037], [0.104, 0.045, -0.085], [0.164, 0.082, 0.139], [0.113, 0.013, -0.189], [0.063, -0.031, 0.060], [0.161, -0.384, 0.468], [-0.072, 0.640, -0.099], [-0.033, -0.230, 0.052], [-0.119, -0.124, -0.137], [-0.124, 0.119, -0.181], [0.066, 0.120, -0.147], [0.030, -0.193, -0.094], [0.120, -0.025, 0.121], [-0.057, 0.039, 0.034], [0.137, -0.472, 0.655], [0.816, -0.355, -0.513], [-0.237, -0.155, 0.348], [-0.019, 0.181, -0.051], [-0.061, 0.035, -0.180], [-0.070, 0.258, -0.260], [-0.298, 0.226, 0.009], [-0.207, 0.113, 0.163], [-0.013, 0.203, -0.104], [0.082, 0.692, 0.095], [-0.206, -0.795, 0.657], [0.072, 0.355, -0.205], [-0.007, -0.219, -0.090], [0.082, -0.071, -0.208], [-0.068, -0.200, 0.168], [0.106, 0.119, -0.271], [-0.035, 0.149, -0.138], [0.054, -0.033, -0.006], [0.272, -1.010, 1.101], [-0.508, 0.185, -0.866], [0.067, -0.298, 0.137], [0.041, 0.060, -0.165], [0.036, 0.511, -0.325], [-0.182, 0.358, -0.069], [0.037, -0.039, 0.127], [0.161, 0.161, 0.018], [0.033, 0.070, 0.028]],
  "mulliken_charge": [-0.91, 0.23, -0.52, -0.49, 0.35, 0.32, 0.33, 0.09, 0.12, 0.30, -0.37, 0.24, -0.56, -0.56, 0.29, 0.17, 0.25, -0.10, 0.31, 0.32, 0.35, -0.50, -0.49, -0.60, -0.11, 0.14, 0.56, 0.07, 0.29, 0.34, -0.46, 0.56, -0.15, -0.17, -0.02, 0.43, -0.23, 0.22, 0.01, -0.52, -0.05, -0.56, 0.11, 0.55, -0.03, 0.24, -0.06, 0.33, -1.30, 0.06, -0.53, 0.31, 0.39, 0.34, 0.40, 0.02, 0.25, -0.55, -0.17, -0.56, 0.38, 0.05, 0.08, 0.26, 0.21, 0.31, -0.90, 0.00, -0.52, 0.39, 0.35, -0.11, 0.13, 0.43, 0.25, -1.31, 0.78, -0.58, 0.31, 0.35, 0.32, 0.33, -0.59, 0.36, -0.33, -0.61, -0.54, 0.01, 0.24, 0.30, 0.27, 0.33, 0.31]
}

[2]
{
  "formula": "C3H7N5",
  "method": "the ωB97M-V functional and the def2-TZVPD basis",
  "largest_force_ev_per_a": 6.907,
  "mol_weight_da": 113.12,
  "total_energy_ha": -392.1195,
  "elements": ["C", "C", "C", "H", "H", "H", "H", "H", "H", "H", "N", "N", "N", "N", "N"],
  "coordinates": [[-1.17259, 0.86635, -0.16246], [-0.91737, -0.50229, 0.53253], [0.37492, -1.02182, 0.05436], [-0.79387, 2.91776, 0.09205], [0.56223, 1.73955, -0.78120], [-2.22246, 1.38483, 0.35506], [-1.46512, 0.24418, -1.23002], [-1.68800, -1.31917, 0.63180], [-0.71963, -0.29529, 1.83136], [1.67605, 0.55661, 0.31025], [-0.13266, 1.79804, -0.10087], [0.60852, -2.27658, -0.51815], [1.84319, -2.32442, -0.76038], [2.51404, -1.30753, -0.39966], [1.53276, -0.46023, 0.14532]],
  "forces_ev_per_a": [[-5.621, -3.331, -0.830], [0.954, 0.813, 5.436], [-0.763, -3.585, -0.729], [3.792, -4.412, -1.453], [0.731, 0.732, -1.727], [2.984, -1.796, -1.828], [0.490, 2.926, 1.803], [0.557, 1.226, -1.038], [-0.403, -0.417, -3.621], [0.228, -1.432, 0.312], [-3.681, 5.031, 2.974], [-4.013, 2.150, 1.365], [3.252, -1.163, -0.666], [-0.633, 1.612, 0.439], [2.127, 1.646, -0.439]],
  "mulliken_charge": [-0.25, -0.55, 0.42, 0.34, 0.24, 0.28, 0.19, 0.27, 0.26, 0.32, -0.64, -0.28, -0.27, -0.40, 0.08]
}

[3]
{
  "formula": "C17H16N2OS",
  "method": "the ωB97M-V functional and the def2-TZVPD basis",
  "largest_force_ev_per_a": 0.991,
  "smiles": "Cc1ccc(CNC(=O)c2sccc2-n2cccc2)cc1",
  "mol_weight_da": 296.39,
  "total_energy_ha": -1240.3532,
  "elements": ["C", "C", "C", "C", "C", "C", "C", "H", "H", "C", "N", "C", "O", "C", "C", "C", "C", "S", "H", "H", "N", "C", "C", "C", "C", "H", "H", "H", "H", "H", "H", "H", "H", "H", "H", "H", "H"],
  "coordinates": [[-4.12509, 4.13810, 0.13009], [-2.82130, 3.52012, -0.27406], [-2.50721, 3.30377, -1.60906], [-1.29928, 2.73665, -1.97037], [-0.36742, 2.37394, -1.00688], [-0.67692, 2.59279, 0.32860], [-1.88792, 3.15534, 0.68777], [-2.11294, 3.31348, 1.73314], [0.02409, 2.31794, 1.10365], [0.95029, 1.77266, -1.43839], [1.56082, 0.93035, -0.43993], [1.51998, -0.42177, -0.52519], [1.03244, -1.01000, -1.47067], [2.16278, -1.12266, 0.60349], [2.04699, -2.44771, 0.97021], [2.93496, -2.79890, 2.02570], [3.69621, -1.76099, 2.44466], [3.35757, -0.31954, 1.58142], [4.43424, -1.74667, 3.22164], [2.97690, -3.78401, 2.45342], [1.15373, -3.36495, 0.44382], [1.41863, -4.69982, 0.28426], [0.30131, -5.30841, -0.20241], [-0.69350, -4.31149, -0.32947], [-0.13994, -3.13229, 0.06951], [-0.56907, -2.15337, 0.12907], [-1.69827, -4.45586, -0.67356], [0.19719, -6.34803, -0.44310], [2.39017, -5.10166, 0.49429], [1.95935, 1.37064, 0.37335], [0.79065, 1.14298, -2.31832], [1.64923, 2.57575, -1.70412], [-1.07661, 2.56827, -3.01404], [-3.21862, 3.57543, -2.37580], [-3.96111, 5.14607, 0.51151], [-4.59603, 3.55628, 0.92055], [-4.80629, 4.19759, -0.71480]],
  "forces_ev_per_a": [[0.026, 0.032, 0.030], [0.011, -0.025, -0.019], [-0.020, 0.031, 0.051], [0.140, -0.015, 0.079], [-0.045, -0.048, -0.051], [0.040, -0.003, -0.066], [-0.017, 0.027, -0.042], [-0.029, 0.012, 0.113], [0.041, -0.056, 0.070], [0.007, 0.048, -0.232], [0.097, 0.444, 0.066], [0.063, -0.033, -0.116], [-0.093, -0.011, -0.047], [0.331, -0.397, 0.439], [0.359, 0.917, 0.113], [0.035, 0.006, 0.011], [-0.106, 0.381, -0.227], [-0.166, -0.559, -0.082], [0.136, -0.066, 0.172], [-0.008, -0.159, 0.090], [-0.186, -0.151, -0.123], [0.171, -0.530, -0.085], [0.172, -0.094, 0.070], [-0.097, 0.187, 0.016], [-0.487, 0.062, -0.046], [-0.013, 0.156, -0.004], [-0.189, 0.049, -0.054], [0.055, -0.184, -0.032], [0.167, -0.016, 0.044], [-0.089, -0.104, -0.045], [0.083, 0.167, 0.087], [-0.063, -0.138, -0.022], [0.017, -0.044, -0.132], [-0.089, 0.020, -0.066], [-0.074, 0.066, 0.022], [-0.091, 0.003, 0.035], [-0.087, 0.024, -0.016]],
  "mulliken_charge": [-1.38, 0.87, -0.68, -0.74, 0.98, -0.37, -0.73, 0.37, 0.27, -1.16, -0.12, 0.58, -0.64, 0.53, 0.13, -0.66, -0.46, -0.24, 0.46, 0.46, 0.18, -0.47, -0.57, -0.73, -0.22, 0.40, 0.43, 0.44, 0.38, 0.25, 0.42, 0.35, 0.38, 0.31, 0.29, 0.35, 0.35]
}

Ordered Kohn-Sham gap results: 9.9, 9.9, 8.5; unit eV.